C4H10N2O2 | ωB97M-V/def2-TZVPD

Last columns: bonded neighbours and bond lengths (Å).
Geometry (Å):
1 C 1.489 -1.560 0.057  C2 1.458, H7 1.103, H8 1.073, H9 1.113
2 C 1.409 -1.254 1.480  C1 1.458, O3 1.174, N4 1.378
3 O 1.828 -1.943 2.334  C2 1.174
4 N 0.565 -0.236 1.867  C2 1.378, H5 1.159, H6 0.981
5 H 0.399 -0.212 3.014  N4 1.159
6 H 0.029 0.363 1.305  N4 0.981
7 H 2.405 -1.334 -0.514  C1 1.103
8 H 0.666 -1.589 -0.631  C1 1.073
9 H 1.622 -2.661 0.147  C1 1.113
10 C -2.282 0.325 -0.914  C11 1.534, H14 1.090, H15 1.090, H18 1.129
11 C -1.201 1.337 -1.312  C10 1.534, O12 1.228, N13 1.323
12 O -0.323 1.728 -0.549  C11 1.228
13 N -1.138 1.722 -2.577  C11 1.323, H16 1.021, H17 0.940
14 H -2.117 -0.074 0.086  C10 1.090
15 H -2.317 -0.509 -1.616  C10 1.090
16 H -0.304 2.272 -2.788  N13 1.021
17 H -1.581 1.231 -3.244  N13 0.940
18 H -3.329 0.745 -0.936  C10 1.129

As for the SMILES: CC(N)=O.CC(N)=O. The energy above the lowest of the compared OMol25 structures with the same formula, charge and spin comes out at 1.634 eV. For the HOMO-LUMO gap, the calculation gives 10.1 eV. The largest force on an atom comes out at 4.939 eV/A. As for the HOMO energy: -9.5164 eV.